(P)
C7H10O | ωB97M-V/def2-TZVPD

Calculated values
Spin multiplicity: 1

Geometry as XYZ:
```
18
Properties=species:S:1:pos:R:3:lowdin_charge:R:1
O 1.88497 0.20374 0.52742 0.065
C 0.52258 -1.68074 -1.69856 -0.047
C -0.01093 1.54092 0.29725 -0.041
C -0.72699 -1.50738 -1.89000 -0.115
C 0.06100 -0.56868 1.83757 -0.005
C 0.72344 0.31638 0.78765 -0.524
C -0.59316 -0.11040 -2.50813 -0.069
C 0.72933 -0.20758 -2.27781 -0.064
H -0.83992 1.09267 -0.01960 0.007
H -1.63386 -1.97245 -1.72717 0.070
H 0.68908 -0.50299 2.73809 0.091
H -0.11843 -1.58396 1.60927 0.058
H 1.18460 -2.36016 -1.31513 0.070
H 0.46146 2.09174 -0.57021 0.106
H 1.58010 0.42175 -2.31305 0.079
H -0.31295 2.32827 1.06988 0.118
H -1.31237 0.62430 -2.90521 0.100
H -0.91726 0.00818 1.99197 0.100
```


(Q)
C7H10O | ωB97M-V/def2-TZVPD

Calculated values
Spin multiplicity: 1

Geometry as XYZ:
```
18
Properties=species:S:1:pos:R:3:lowdin_charge:R:1
O -1.77512 -1.04831 0.22990 -0.060
C 0.92577 -1.40024 0.44956 -0.028
C -0.41996 0.39644 -0.26296 -0.387
C -0.40272 0.95812 1.15757 -0.024
C -0.32663 -1.14028 -0.16777 -0.268
C 1.81680 -0.45511 -0.12025 -0.028
C -1.85318 0.05459 -0.66128 -0.138
C 0.96385 0.66773 -0.78750 -0.145
H -2.58173 0.73896 -0.31363 0.110
H 1.53163 1.58273 -0.46292 0.120
H 2.91492 -0.17979 0.01404 0.124
H 1.18810 -2.17740 1.03663 0.071
H -0.21828 -1.67470 -1.09487 0.154
H 0.45490 0.53890 1.76036 0.113
H -1.80834 -0.06574 -1.79272 0.148
H -1.11082 0.55266 1.76869 0.056
H 1.11021 0.66619 -1.88225 0.117
H -0.40940 1.98525 1.12942 0.065
```


(R)
C7H10O | ωB97M-V/def2-TZVPD

Calculated values
Spin multiplicity: 1

Geometry as XYZ:
```
18
Properties=species:S:1:pos:R:3:lowdin_charge:R:1
O 1.58897 -0.08673 -1.19950 -0.100
C -0.30527 0.72314 -0.32297 -0.247
C -1.80693 0.71762 0.09014 -0.108
C -0.29017 -0.71048 0.12651 -0.213
C -1.75465 -0.75184 -0.28127 -0.150
C 1.15422 1.00983 -0.16962 -0.154
C 1.28198 -0.99837 -0.15628 -0.206
C 1.85714 0.07765 0.80973 -0.067
H -0.36697 0.61490 -1.37993 0.129
H -2.00567 -0.89854 -1.36709 0.126
H -2.42444 1.28994 -0.55120 0.088
H 1.69650 -1.93348 -0.36372 0.119
H 2.95211 0.22283 0.64357 0.126
H 1.55898 -0.09583 1.91452 0.137
H -2.40987 -1.49173 0.32962 0.129
H -0.39315 -0.65122 1.17501 0.105
H -1.81758 0.93994 1.19599 0.134
H 1.48479 2.02237 -0.49350 0.151
```


(S)
C7H10O | ωB97M-V/def2-TZVPD

Calculated values
Spin multiplicity: 1

Geometry as XYZ:
```
18
Properties=species:S:1:pos:R:3:lowdin_charge:R:1
O 2.10398 1.43521 1.56279 -0.040
C -1.37887 -0.32698 -1.32331 -0.107
C 0.26669 -0.30811 0.96835 -0.183
C -1.11485 0.97341 -0.64952 -0.200
C 0.18903 0.94913 0.03031 -0.192
C -0.62158 -1.35152 -1.03283 -0.087
C 0.56687 -1.38008 -0.04402 -0.174
C 0.75230 1.00506 1.39270 -0.293
H -0.96110 -2.31594 -1.39582 0.097
H 2.70210 0.75045 1.05689 0.149
H 0.98417 0.82913 -0.77476 0.168
H -2.10966 -0.28474 -2.15537 0.120
H 0.72240 -2.36688 0.45331 0.117
H -1.21633 1.76681 -1.39321 0.115
H 1.50034 -1.19080 -0.45753 0.080
H 0.20188 1.31645 2.24188 0.139
H -0.73865 -0.64898 1.39885 0.170
H -1.84872 1.14837 0.12129 0.120
```


Question: of the structures shown, which is the most stable? Reply: (S).